<one>
{"formula": "C4H9N2O2", "method": "ωB97M-V/def2-TZVPD", "homo_energy_ha": [-0.4831, -0.4918], "total_charge": 1, "e_lumo_ev": [-6.50, -5.41], "mol_weight_g_mol": 117.128, "gap_ev": [6.643, 7.971], "elements": ["C", "C", "C", "C", "N", "N", "O", "O", "H", "H", "H", "H", "H", "H", "H", "H", "H"], "positions_angstrom": [[0.584, 0.330, -0.312], [-2.302, 0.529, 0.195], [-2.608, 1.906, 0.011], [2.451, -1.192, 0.068], [-2.776, -0.635, 0.003], [1.060, -0.818, -0.117], [-3.978, -0.867, 0.104], [-1.911, -1.703, -0.125], [1.208, 1.215, -0.359], [-2.269, 2.267, -0.964], [-2.186, 2.529, 0.801], [-3.704, 2.030, 0.023], [3.068, -0.308, 0.212], [2.531, -1.843, 0.939], [2.803, -1.742, -0.807], [-2.458, -2.512, -0.168], [0.415, -1.612, -0.082]]}

<two>
{"formula": "C4H9N2O2", "method": "ωB97M-V/def2-TZVPD", "homo_energy_ha": [-0.3948, -0.4769], "total_charge": 1, "e_lumo_ev": [-5.11, -3.76], "mol_weight_g_mol": 117.128, "gap_ev": [5.634, 9.221], "elements": ["C", "C", "C", "C", "N", "N", "O", "O", "H", "H", "H", "H", "H", "H", "H", "H", "H"], "positions_angstrom": [[1.025, -0.425, 1.514], [-0.225, 0.439, 1.722], [1.944, -0.030, 0.463], [-1.013, -0.170, -0.365], [2.899, -0.879, 0.135], [-1.895, 0.360, -1.448], [1.242, -1.406, 2.207], [-0.786, 0.886, 0.516], [-0.940, -0.166, 2.294], [0.031, 1.334, 2.295], [1.816, 0.894, -0.079], [-1.417, -1.062, 0.107], [3.581, -0.703, -0.586], [2.979, -1.713, 0.712], [-2.582, -0.340, -1.745], [-1.331, 0.642, -2.262], [-2.385, 1.200, -1.094]]}

So which one is most stable? That would be <two>, about 5.456 eV below the next structure.